<A>
ORCA calculation (wB97M-V/def2-TZVPD) on a 13-piece molecular cluster, C31H52Cl16O15 overall.

Each line ends with the Mulliken charge.
Geometry (Å):
C: 36.91 20.40 -20.69  0.793
C: 37.44 19.73 -19.40  0.638
O: 38.59 20.48 -19.08  -0.374
C: 38.66 21.58 -19.85  0.456
O: 39.47 22.44 -19.75  -0.544
O: 37.67 21.59 -20.76  -0.440
H: 35.85 20.60 -20.57  -0.228
H: 37.03 19.78 -21.57  -0.217
H: 37.73 18.70 -19.65  -0.243
H: 36.69 19.74 -18.62  0.102
C: 33.58 17.36 -28.21  -0.200
C: 32.23 16.66 -28.22  -0.447
O: 32.06 16.24 -26.86  -0.388
C: 32.83 17.04 -26.08  0.029
O: 32.74 17.10 -24.89  0.351
O: 33.70 17.72 -26.81  -0.168
H: 33.64 18.29 -28.76  0.277
H: 34.40 16.68 -28.46  0.216
H: 32.23 15.78 -28.86  0.307
H: 31.41 17.30 -28.55  0.284
C: 35.82 15.93 -22.71  1.064
C: 35.70 17.18 -23.59  1.297
O: 35.27 18.17 -22.66  -0.159
C: 34.87 17.60 -21.51  0.150
O: 34.62 18.21 -20.52  -0.313
O: 35.02 16.26 -21.57  -0.313
H: 36.85 15.73 -22.43  -0.481
H: 35.38 15.07 -23.22  -0.026
H: 35.08 17.18 -24.48  -0.780
H: 36.74 17.39 -23.89  -0.453
C: 39.05 18.19 -27.75  0.044
C: 38.09 18.94 -26.81  0.354
O: 36.86 18.93 -27.54  -0.194
C: 37.08 18.55 -28.82  0.582
O: 36.26 18.59 -29.68  -0.546
O: 38.32 18.09 -28.96  -0.376
H: 39.26 17.20 -27.34  -0.075
H: 39.98 18.73 -27.91  0.298
H: 38.46 19.94 -26.60  0.286
H: 37.88 18.43 -25.88  -0.342
C: 30.25 18.14 -23.02  0.125
C: 31.16 17.43 -22.00  2.024
O: 30.24 16.97 -21.03  -0.402
C: 29.00 17.46 -21.24  0.541
O: 28.05 17.21 -20.58  -0.551
O: 29.03 18.30 -22.31  -0.433
H: 30.06 17.51 -23.89  0.123
H: 30.59 19.11 -23.35  0.200
H: 31.93 18.02 -21.51  -0.493
H: 31.63 16.57 -22.47  -1.373
Cl: 36.57 9.83 -23.83  -0.205
C: 37.19 11.13 -22.75  -0.446
C: 37.74 12.29 -23.55  0.085
Cl: 38.45 13.47 -22.41  -0.121
H: 37.98 10.63 -22.20  0.412
H: 36.42 11.49 -22.07  0.195
H: 36.96 12.83 -24.08  -0.334
H: 38.48 11.96 -24.27  0.389
Cl: 35.24 13.96 -25.87  0.005
C: 34.57 12.69 -26.95  -0.781
C: 33.92 11.63 -26.11  0.443
Cl: 33.12 10.43 -27.19  -0.222
H: 35.37 12.29 -27.57  0.401
H: 33.85 13.19 -27.60  0.323
H: 33.09 12.04 -25.54  -0.195
H: 34.57 11.04 -25.47  -0.046
Cl: 34.75 20.40 -24.97  -0.141
C: 33.30 20.24 -23.97  0.192
C: 33.31 21.28 -22.86  -0.113
Cl: 32.13 20.75 -21.61  -0.144
H: 33.30 19.25 -23.54  -0.664
H: 32.42 20.32 -24.60  0.543
H: 33.05 22.27 -23.21  0.459
H: 34.30 21.24 -22.39  -0.078
Cl: 42.54 14.26 -25.33  -0.204
C: 40.84 14.48 -25.77  -0.215
C: 40.16 15.47 -24.87  -0.737
Cl: 38.42 15.57 -25.29  -0.079
H: 40.38 13.49 -25.71  0.171
H: 40.79 14.84 -26.80  0.273
H: 40.58 16.47 -24.99  0.470
H: 40.24 15.27 -23.80  0.341
Cl: 35.83 13.28 -18.53  -0.199
C: 34.49 14.16 -17.71  -0.553
C: 33.84 15.12 -18.68  0.421
Cl: 32.30 15.69 -17.95  -0.211
H: 34.88 14.62 -16.81  0.363
H: 33.77 13.43 -17.35  0.346
H: 33.57 14.62 -19.61  -0.021
H: 34.53 15.93 -18.91  -0.136
Cl: 41.66 18.47 -20.12  -0.157
C: 41.39 16.75 -19.78  -0.475
C: 39.93 16.40 -19.97  -0.652
Cl: 39.34 16.81 -21.62  -0.023
H: 41.66 16.57 -18.74  0.331
H: 42.09 16.16 -20.37  0.334
H: 39.31 16.97 -19.29  0.280
H: 39.71 15.34 -19.83  0.365
Cl: 33.64 12.06 -22.76  -0.053
C: 31.95 12.64 -22.74  -0.879
C: 31.93 13.97 -23.48  0.980
Cl: 30.27 14.56 -23.58  -0.186
H: 31.68 12.78 -21.70  0.472
H: 31.26 11.95 -23.22  0.433
H: 32.28 13.87 -24.50  -0.123
H: 32.56 14.69 -22.96  -0.598
Cl: 31.31 19.65 -15.52  -0.208
C: 31.53 19.57 -17.30  -0.335
C: 32.92 20.02 -17.70  0.137
Cl: 34.22 19.13 -16.87  -0.196
H: 30.79 20.27 -17.69  0.331
H: 31.24 18.58 -17.63  0.143
H: 33.07 21.08 -17.49  0.387
H: 33.04 19.80 -18.76  -0.280

Properties
M = 1231.99 g/mol
Highest occupied orbital energy = -10.39 eV

---

<B>
ORCA calculation (wB97M-V/def2-TZVPD) on a 13-piece molecular cluster, C31H52Cl16O15 overall.

Each line ends with the Mulliken charge.
Geometry (Å):
C: -4.13 -2.14 0.39  0.766
C: -3.94 -2.90 1.72  0.613
O: -5.19 -2.87 2.32  -0.354
C: -6.11 -2.41 1.43  0.461
O: -7.32 -2.36 1.60  -0.586
O: -5.53 -2.03 0.29  -0.420
H: -3.71 -2.75 -0.40  -0.211
H: -3.62 -1.18 0.38  -0.210
H: -3.24 -2.33 2.32  -0.223
H: -3.57 -3.91 1.54  0.114
C: 0.38 3.79 -4.27  -0.168
C: 1.67 3.37 -4.95  -0.443
O: 2.15 2.22 -4.19  -0.376
C: 1.02 1.67 -3.64  0.078
O: 0.97 0.58 -3.13  0.292
O: 0.03 2.54 -3.66  -0.180
H: -0.46 4.04 -4.91  0.246
H: 0.56 4.52 -3.48  0.217
H: 2.41 4.16 -4.86  0.313
H: 1.55 3.19 -6.02  0.278
C: 0.27 0.19 0.92  1.028
C: -0.64 0.62 -0.22  1.169
O: -1.25 -0.60 -0.60  -0.203
C: -0.61 -1.64 -0.08  0.160
O: -1.03 -2.77 -0.09  -0.349
O: 0.39 -1.23 0.69  -0.323
H: -0.16 0.42 1.89  -0.533
H: 1.24 0.66 0.78  0.040
H: -0.26 1.17 -1.08  -0.523
H: -1.34 1.27 0.31  -0.520
C: -3.14 5.47 -0.18  0.057
C: -3.28 4.06 -0.82  0.366
O: -2.56 4.21 -2.03  -0.183
C: -2.32 5.53 -2.29  0.585
O: -1.88 5.97 -3.33  -0.566
O: -2.61 6.24 -1.23  -0.366
H: -2.44 5.39 0.65  -0.087
H: -4.10 5.86 0.14  0.304
H: -4.33 3.81 -0.93  0.270
H: -2.77 3.26 -0.29  -0.349
C: 1.54 -2.38 -4.44  0.130
C: 1.59 -2.74 -2.93  1.815
O: 2.43 -3.87 -2.91  -0.408
C: 2.74 -4.34 -4.15  0.550
O: 3.46 -5.26 -4.37  -0.550
O: 2.06 -3.57 -5.05  -0.447
H: 2.21 -1.56 -4.69  0.150
H: 0.56 -2.17 -4.85  0.201
H: 0.66 -2.99 -2.41  -0.371
H: 2.07 -1.94 -2.38  -1.296
Cl: 5.03 2.88 4.04  -0.207
C: 3.51 1.91 4.28  -0.484
C: 2.28 2.56 3.72  0.084
Cl: 0.84 1.58 4.18  -0.112
H: 3.45 1.89 5.37  0.398
H: 3.57 0.90 3.87  0.235
H: 2.28 2.57 2.64  -0.331
H: 2.20 3.59 4.08  0.386
Cl: 2.42 3.14 0.03  0.009
C: 3.92 4.08 -0.32  -0.790
C: 5.12 3.27 0.10  0.440
Cl: 6.61 4.13 -0.41  -0.224
H: 3.86 5.04 0.18  0.387
H: 3.90 4.26 -1.39  0.355
H: 5.20 2.35 -0.48  -0.225
H: 5.29 3.08 1.15  -0.015
Cl: -2.76 0.71 -3.21  -0.140
C: -1.87 -0.71 -3.72  0.182
C: -2.76 -1.94 -3.71  -0.123
Cl: -1.70 -3.43 -3.70  -0.148
H: -1.05 -0.87 -3.03  -0.653
H: -1.43 -0.54 -4.70  0.542
H: -3.42 -1.96 -4.57  0.446
H: -3.27 -1.91 -2.75  -0.061
Cl: -1.87 5.68 5.45  -0.203
C: -1.12 5.28 3.91  -0.199
C: -1.61 3.97 3.33  -0.729
Cl: -0.72 3.60 1.81  -0.075
H: -0.05 5.27 4.11  0.152
H: -1.38 6.07 3.20  0.260
H: -2.67 4.03 3.09  0.477
H: -1.55 3.11 3.99  0.342
Cl: 2.28 -2.89 4.24  -0.202
C: 2.23 -4.37 3.19  -0.562
C: 1.85 -4.00 1.78  0.324
Cl: 2.23 -5.43 0.70  -0.213
H: 1.61 -5.12 3.68  0.371
H: 3.22 -4.85 3.21  0.350
H: 2.47 -3.18 1.41  0.033
H: 0.81 -3.68 1.77  -0.084
Cl: -5.18 -0.21 5.07  -0.155
C: -3.63 -0.23 5.92  -0.476
C: -2.50 -0.60 4.95  -0.660
Cl: -2.45 0.52 3.53  -0.032
H: -3.68 -0.99 6.70  0.328
H: -3.51 0.69 6.49  0.335
H: -2.67 -1.58 4.53  0.286
H: -1.49 -0.59 5.37  0.373
Cl: 4.81 0.16 1.15  -0.062
C: 5.23 -0.69 -0.36  -0.865
C: 4.12 -0.35 -1.37  0.819
Cl: 4.50 -1.09 -2.89  -0.186
H: 5.19 -1.75 -0.13  0.473
H: 6.18 -0.42 -0.81  0.431
H: 4.06 0.72 -1.58  -0.033
H: 3.16 -0.69 -0.99  -0.507
Cl: -0.70 -8.89 -0.81  -0.209
C: -0.61 -7.23 -1.48  -0.339
C: -1.76 -6.38 -0.90  0.127
Cl: -1.78 -6.36 0.88  -0.194
H: -0.76 -7.39 -2.55  0.324
H: 0.41 -6.87 -1.37  0.160
H: -2.73 -6.74 -1.22  0.388
H: -1.57 -5.35 -1.19  -0.277

Properties
M = 1231.99 g/mol
Highest occupied orbital energy = -10.35 eV

---

The structure with the least stability is <B>.

---

<A>
ORCA calculation (wB97M-V/def2-TZVPD) on C4H15N2O2 as an isolated structure.

Each line ends with the natural charge from an NBO analysis.
Geometry (Å):
N: 1.16 0.51 -0.21  -0.827
C: 0.86 0.05 1.14  -0.237
C: -0.55 0.76 1.53  -0.276
N: -1.43 0.96 0.43  -0.342
C: -2.60 0.14 0.11  -0.286
C: -2.23 -0.63 -1.18  -0.248
O: -0.80 -1.01 -1.41  -0.639
H: 2.10 0.20 -0.46  0.399
H: 0.77 -1.05 1.15  0.200
H: 0.62 -0.04 -0.90  0.386
H: 1.81 0.34 1.72  0.252
H: -1.72 -1.81 1.21  0.109
H: -0.29 1.73 2.03  0.313
H: -1.23 0.19 2.20  0.230
H: -0.90 1.02 -0.42  0.413
H: -3.55 0.70 0.10  0.333
H: -2.67 -0.39 1.04  0.255
H: -2.96 -1.43 -1.26  0.243
H: -2.27 0.09 -1.98  0.258
H: -1.34 -1.33 -0.43  0.462
H: 5.40 -0.68 -0.84  0.490
H: 4.22 -0.74 0.21  0.460
O: 4.68 -0.11 -0.41  -0.948

Properties
Charge = +1
M = 123.18 g/mol
Highest occupied orbital energy = -13.51 eV

---

<B>
ORCA calculation (wB97M-V/def2-TZVPD) on a 2-piece molecular cluster, C4H15N2O2 overall.

Each line ends with the natural charge from an NBO analysis.
Geometry (Å):
N: -0.41 -0.97 0.63  -0.688
C: 0.11 0.48 0.65  -0.040
C: 0.13 1.06 -0.76  -0.481
C: -1.25 1.31 -1.37  -0.075
O: -1.41 2.62 -1.89  -0.698
C: 1.55 0.53 1.19  -0.243
N: 1.78 -0.51 2.22  -0.865
H: -0.59 -1.23 1.60  0.453
H: -1.24 -1.02 0.04  0.445
H: 0.32 -1.64 0.40  0.458
H: -0.59 1.02 1.29  0.226
H: 0.50 2.08 -0.60  0.262
H: 0.81 0.59 -1.47  0.228
H: -1.51 0.64 -2.19  0.181
H: -2.02 1.16 -0.60  0.166
H: -1.06 2.63 -2.79  0.476
H: 1.76 1.54 1.54  0.236
H: 2.24 0.35 0.36  0.192
H: 2.38 -0.23 2.97  0.398
H: 2.23 -1.26 1.70  0.360
H: 0.09 -3.93 -1.17  0.506
H: -1.18 -3.94 -0.19  0.501
O: -0.42 -3.42 -0.52  -0.998

Properties
Charge = +1
M = 123.18 g/mol
Highest occupied orbital energy = -13.80 eV

---

The structure with the least stability is <A>.

---

<A>
ORCA calculation (wB97M-V/def2-TZVPD) on CH3F3N2O as an isolated structure.

Each line ends with the natural charge from an NBO analysis.
Geometry (Å):
C: 1.84 -1.10 0.36  0.235
N: -1.86 0.83 -0.98  0.053
N: -2.26 0.10 -0.28  0.482
O: 2.74 -1.93 0.37  -0.494
F: 0.73 2.14 -0.99  -0.553
F: -2.57 0.40 1.32  -0.403
F: -2.79 -1.16 -0.22  -0.133
H: 1.23 2.24 -0.25  0.556
H: 1.05 -1.22 1.10  0.131
H: 1.90 -0.30 -0.43  0.128

Properties
M = 116.04 g/mol
Highest occupied orbital energy = -10.44 eV

---

<B>
ORCA calculation (wB97M-V/def2-TZVPD) on CH3F3N2O as an isolated structure.

Each line ends with the natural charge from an NBO analysis.
Geometry (Å):
C: 0.45 1.49 0.74  -0.259
N: 0.11 -0.66 -0.20  0.293
N: -0.77 -1.64 -0.10  0.422
O: -0.42 0.58 -0.01  -0.312
F: 0.89 -0.53 -1.61  -0.347
F: -1.87 -1.70 -1.16  -0.284
F: -0.27 -2.83 -0.29  -0.136
H: 1.30 1.67 0.12  0.202
H: 0.75 1.15 1.74  0.203
H: -0.17 2.48 0.78  0.218

Properties
M = 116.04 g/mol
Highest occupied orbital energy = -11.56 eV

---

The structure with the least stability is <B>.

---

<A>
ORCA calculation (wB97M-V/def2-TZVPD) on a 5-piece molecular cluster, C3H16O4 overall.

Each line ends with the natural charge from an NBO analysis.
Geometry (Å):
C: -1.18 2.26 1.61  -0.602
C: -0.55 0.87 1.32  -0.391
C: 1.06 0.96 1.33  -0.616
H: -0.47 2.65 2.29  0.194
H: -2.07 2.42 2.00  0.208
H: -1.11 2.88 0.77  0.209
H: -0.86 0.29 0.44  0.196
H: -0.90 0.23 2.11  0.188
H: 1.24 1.76 2.01  0.200
H: 1.68 0.05 1.44  0.219
H: 1.33 1.58 0.37  0.192
H: 0.36 4.58 -0.43  0.461
H: 0.69 5.55 0.62  0.466
O: 0.00 5.07 0.23  -0.925
H: 0.90 0.19 -6.89  0.456
H: 0.02 1.23 -6.65  0.458
O: 1.00 1.05 -6.56  -0.914
H: -0.20 -5.97 -0.15  0.490
H: -1.62 -5.95 -0.74  0.460
O: -0.67 -6.19 -0.99  -0.959
H: 0.49 -5.93 2.27  0.484
H: 0.38 -4.35 2.00  0.490
O: 0.48 -5.26 1.58  -0.965

Properties
M = 116.16 g/mol
SMILES = CCC.O.O.O.O
Highest occupied orbital energy = -10.83 eV

---

<B>
ORCA calculation (wB97M-V/def2-TZVPD) on a 5-piece molecular cluster, C3H16O4 overall.

Each line ends with the natural charge from an NBO analysis.
Geometry (Å):
C: -1.44 -1.07 0.74  -0.627
C: -0.36 -0.48 -0.14  -0.400
C: 0.87 -0.04 0.69  -0.634
H: -1.05 -1.60 1.59  0.201
H: -2.04 -1.73 0.12  0.206
H: -2.09 -0.32 1.21  0.240
H: -0.82 0.32 -0.72  0.181
H: -0.01 -1.19 -0.90  0.202
H: 1.56 0.64 0.21  0.206
H: 0.58 0.39 1.68  0.208
H: 1.50 -0.88 1.00  0.214
H: 1.86 -2.85 0.29  0.468
H: 2.07 -1.92 -0.92  0.485
O: 2.50 -2.62 -0.39  -0.955
H: 3.37 -0.53 -1.48  0.486
H: 2.63 0.67 -2.16  0.483
O: 2.59 -0.29 -2.00  -0.960
H: -0.49 3.25 -0.65  0.474
H: -0.73 1.76 -0.34  0.480
O: -1.17 2.57 -0.68  -0.956
H: -2.58 2.56 0.84  0.490
H: -3.72 1.55 0.71  0.467
O: -3.03 1.85 1.31  -0.959

Properties
M = 116.16 g/mol
SMILES = CCC.O.O.O.O
Highest occupied orbital energy = -11.00 eV

---

The structure with the least stability is <A>.

---

<A>
ORCA calculation (wB97M-V/def2-TZVPD) on FIO3S as an isolated structure.

Each line ends with the natural charge from an NBO analysis.
Geometry (Å):
O: -0.78 -0.76 0.05  -0.911
O: 1.53 -0.88 0.54  -0.876
O: 0.95 0.53 -1.33  -0.876
F: 0.31 1.21 0.90  -0.488
S: 0.60 -0.03 -0.08  2.599
I: -2.61 -0.07 -0.08  0.552

Properties
M = 225.97 g/mol
Highest occupied orbital energy = -10.92 eV

---

<B>
ORCA calculation (wB97M-V/def2-TZVPD) on a 2-piece molecular cluster, FIO3S overall.

Each line ends with the natural charge from an NBO analysis.
Geometry (Å):
O: 0.51 0.28 1.07  -0.867
O: -1.11 -1.17 -0.05  -0.914
O: -0.89 1.14 -0.83  -0.851
F: 0.89 -0.41 -1.20  -0.509
S: -0.29 -0.01 -0.17  2.551
I: 1.90 -1.08 3.15  0.590

Properties
M = 225.97 g/mol
Highest occupied orbital energy (spin up / spin down) = -10.63 / -10.65 eV

---

The structure with the least stability is <B>.

---

<A>
ORCA calculation (wB97M-V/def2-TZVPD) on a 3-piece molecular cluster, C6H18O3 overall.

Each line ends with the natural charge from an NBO analysis.
Geometry (Å):
C: 12.41 -1.42 23.45  -0.628
C: 13.52 -2.00 22.62  -0.060
O: 13.40 -1.51 21.29  -0.746
H: 11.49 -1.36 22.86  0.218
H: 12.63 -0.41 23.79  0.203
H: 12.20 -2.03 24.33  0.207
H: 13.50 -3.10 22.63  0.154
H: 14.50 -1.72 23.03  0.150
H: 14.00 -2.02 20.75  0.491
C: 15.14 -0.10 25.69  -0.630
C: 16.48 0.19 25.09  -0.064
O: 17.52 -0.54 25.76  -0.731
H: 14.37 0.54 25.25  0.211
H: 15.19 0.16 26.76  0.202
H: 14.88 -1.15 25.60  0.213
H: 16.69 1.27 25.15  0.158
H: 16.55 -0.12 24.05  0.175
H: 17.89 -0.01 26.47  0.465
C: 13.28 -4.22 18.29  -0.636
C: 14.45 -3.26 18.44  -0.066
O: 15.03 -3.31 19.73  -0.748
H: 12.53 -4.10 19.06  0.220
H: 13.62 -5.26 18.30  0.200
H: 12.79 -4.07 17.32  0.214
H: 14.11 -2.24 18.29  0.183
H: 15.20 -3.48 17.67  0.164
H: 15.64 -4.05 19.79  0.480

Properties
M = 138.21 g/mol
SMILES = CCO.CCO.CCO
Highest occupied orbital energy = -9.70 eV

---

<B>
ORCA calculation (wB97M-V/def2-TZVPD) on a 4-piece molecular cluster, C6H18O3 overall.

Each line ends with the natural charge from an NBO analysis.
Geometry (Å):
C: 0.69 1.07 -2.69  -0.611
C: 0.79 -0.42 -2.31  -0.406
C: 1.41 -0.57 -0.94  -0.448
C: 0.81 -1.58 -0.03  -0.157
C: 0.46 -1.43 1.24  -0.189
C: -0.23 -2.45 2.06  -0.660
H: 1.67 1.46 -2.40  0.185
H: -0.01 1.63 -2.06  0.226
H: 0.29 1.34 -3.67  0.217
H: 1.26 -0.97 -3.12  0.207
H: -0.26 -0.75 -2.33  0.206
H: 1.59 0.33 -0.31  0.183
H: 2.51 -0.63 -1.06  0.222
H: 0.58 -2.50 -0.58  0.190
H: 0.75 -0.49 1.70  0.155
H: -1.33 -2.41 1.99  0.225
H: -0.13 -2.26 3.12  0.231
H: 0.01 -3.48 1.82  0.221
H: -0.22 0.13 2.93  0.461
H: -1.14 1.16 3.53  0.472
O: -0.82 0.27 3.68  -0.934
H: -3.32 1.62 -1.85  0.473
H: -2.88 0.32 -1.14  0.472
O: -2.57 1.07 -1.63  -0.943
H: 0.60 1.85 0.46  0.465
H: 0.93 3.17 -0.25  0.471
O: 0.32 2.77 0.39  -0.935

Properties
M = 138.21 g/mol
SMILES = C/C=C/CCC.O.O.O
Highest occupied orbital energy = -9.33 eV

---

The structure with the least stability is <B>.